# 1
110
Properties=species:S:1:pos:R:3:forces:R:3 method="wB97M-V/def2-TZVPD" smiles="COC[C@H](C)N.COC[C@H](C)N.COC[C@H](C)N.COC[C@H](C)N.COC[C@H](C)N.COC[C@H](C)N.NC(N)=O" energy_ev=-53310.535 gap_ev=9.17 e_above_lowest_ev=1.9574 homo_energy_ev=-8.8 molar_mass_g_mol=594.88
C -21.7969 19.7670 -22.3605 -0.7 0.7 -0.3
O -22.0445 18.5381 -22.9901 0.0 -0.1 0.7
C -20.8932 17.7359 -23.1450 -0.4 -0.2 -1.7
C -21.3911 16.4110 -23.7432 -0.2 1.0 -0.1
C -20.2498 15.4376 -23.9254 -0.4 -0.6 0.0
N -22.1036 16.6440 -25.0177 0.6 0.3 0.1
H -21.1824 20.4610 -22.9521 0.4 -0.4 0.0
H -21.4002 19.6305 -21.3535 0.1 0.1 0.0
H -22.7579 20.2885 -22.3263 0.0 -0.2 0.4
H -20.3275 18.2247 -23.9521 0.7 -0.1 0.4
H -20.2901 17.5743 -22.2503 -0.1 0.2 0.3
H -22.1653 16.0846 -23.0348 0.3 -0.5 0.0
H -19.4752 15.7836 -24.6151 -0.1 0.4 0.2
H -20.6082 14.5097 -24.3783 -0.1 -0.1 0.3
H -19.8014 15.2073 -22.9598 0.1 -0.1 -0.1
H -21.4223 16.7639 -25.7674 0.0 -0.2 0.1
H -22.5705 17.5488 -24.9599 -0.2 -0.3 0.1
C -16.3820 11.9267 -21.4913 1.2 -0.5 0.2
O -16.4975 13.3244 -21.4690 -0.4 0.6 0.4
C -17.1758 13.8936 -22.5698 0.8 -0.8 -1.0
C -16.5506 13.4769 -23.9077 0.3 -0.9 -1.5
C -16.6176 14.5872 -24.9748 -0.9 0.3 0.1
N -17.1632 12.1877 -24.4150 -0.8 1.1 -0.5
H -15.7535 11.6461 -20.6396 -0.2 0.2 0.1
H -15.7928 11.6059 -22.3566 -0.4 -0.1 -0.1
H -17.3053 11.3461 -21.4116 -0.3 0.4 -0.3
H -18.2187 13.5663 -22.5973 -0.1 0.2 0.2
H -17.0771 14.9776 -22.5470 -0.2 0.0 0.7
H -15.4749 13.2412 -23.8619 -0.2 0.2 0.8
H -16.2674 15.5536 -24.5949 0.1 -0.2 0.0
H -17.6545 14.7399 -25.3000 0.0 0.0 0.1
H -16.0710 14.3651 -25.8939 0.2 -0.2 0.2
H -18.1943 12.2156 -24.2512 0.8 0.0 0.3
H -17.1382 12.2766 -25.4321 0.3 -0.3 0.0
C -15.6490 7.8118 -24.3970 -0.9 0.9 0.1
O -16.4620 7.1921 -23.4126 -0.5 0.0 -0.3
C -16.5981 5.8008 -23.5989 1.4 -0.6 0.1
C -17.5854 5.2432 -22.6183 -2.9 0.3 0.7
C -17.1856 5.2461 -21.1486 0.6 -0.8 -0.1
N -18.1515 3.9454 -23.0474 0.7 -0.4 0.0
H -15.2326 8.7087 -23.9329 0.5 -0.3 0.1
H -16.2856 8.2436 -25.1841 0.1 -0.5 -0.2
H -14.9172 7.1298 -24.8253 0.2 0.1 0.1
H -16.8522 5.4634 -24.6133 -0.3 0.5 -0.1
H -15.5840 5.3929 -23.4364 -0.2 -0.4 0.1
H -18.4698 5.9210 -22.6148 0.5 0.4 -0.3
H -17.1946 6.2679 -20.7742 0.6 0.0 0.0
H -16.2406 4.7032 -21.0285 0.2 0.6 0.1
H -17.8675 4.7097 -20.4902 -0.4 0.0 -0.4
H -18.6066 3.4800 -22.2727 0.2 0.0 0.1
H -18.8673 4.0476 -23.7580 0.2 0.2 -0.1
C -19.6232 7.2147 -26.4164 -1.2 -1.5 -0.7
O -19.3056 8.3052 -27.2065 0.1 0.2 -0.1
C -19.5478 9.5535 -26.5994 0.5 0.9 0.7
C -19.8452 10.5815 -27.6812 -0.2 -0.1 0.3
C -19.8769 12.0132 -27.1690 0.6 -0.6 0.7
N -21.0975 10.2401 -28.3499 -0.3 -0.8 -0.2
H -19.0846 7.0584 -25.4797 0.2 0.5 0.1
H -19.4891 6.3153 -27.0296 0.5 0.1 0.0
H -20.7130 7.1596 -26.2463 0.1 0.4 0.5
H -20.3476 9.5277 -25.8415 -0.1 -0.2 -0.3
H -18.6421 9.8483 -26.0485 0.0 0.1 -0.1
H -18.9555 10.4653 -28.3174 -0.5 0.1 -0.6
H -20.2456 12.6957 -27.9292 0.0 0.1 0.0
H -18.8583 12.2734 -26.8804 0.0 0.4 -0.1
H -20.4643 12.0896 -26.2511 -0.3 0.1 -0.1
H -21.5030 9.4131 -27.9221 0.2 -0.1 -0.3
H -21.8444 10.9196 -28.3115 0.4 0.5 0.1
C -20.5933 5.6368 -18.6904 0.1 -0.8 0.4
O -20.1167 5.0847 -19.9122 -0.7 0.5 0.8
C -21.0341 5.3054 -20.9461 0.3 -0.3 -1.4
C -21.1823 6.7899 -21.3578 -0.2 -1.2 0.0
C -22.4202 7.4122 -20.6825 1.4 1.5 -0.1
N -21.2892 6.9561 -22.8332 -0.7 -0.9 0.2
H -19.8991 5.3429 -17.9032 0.1 0.2 -0.1
H -21.5523 5.1638 -18.4343 0.0 0.2 0.0
H -20.7032 6.7237 -18.6975 0.1 0.0 -0.1
H -20.6096 4.7124 -21.7640 0.0 0.3 -0.2
H -22.0392 4.8837 -20.8000 0.1 -0.1 0.6
H -20.2418 7.2571 -21.0424 -0.2 0.2 0.1
H -22.6582 6.9715 -19.7219 -0.3 -0.3 -0.2
H -23.2515 7.5058 -21.3774 -0.3 -0.4 0.2
H -22.1241 8.4430 -20.4480 -0.4 0.1 0.0
H -22.2816 6.8810 -23.0702 0.2 0.3 0.0
H -20.9277 6.1244 -23.3043 0.5 0.3 0.2
C -23.9754 11.5900 -21.4563 0.6 0.3 1.5
O -24.0802 11.8213 -22.8244 -0.6 0.0 0.1
C -24.0919 13.2022 -23.1369 0.6 0.1 -0.3
C -24.3565 13.4083 -24.6098 -0.5 -0.8 -1.0
C -23.2743 12.8254 -25.4988 0.8 -0.1 -0.5
N -24.5365 14.8103 -24.9611 0.7 0.2 0.9
H -24.3506 12.4027 -20.8145 -0.3 0.1 -0.5
H -22.9325 11.5151 -21.1037 0.1 -0.2 -0.3
H -24.4958 10.6927 -21.1205 -0.1 -0.2 -0.5
H -24.8315 13.7705 -22.5608 -0.1 -0.3 0.2
H -23.0947 13.6191 -22.9179 -0.1 0.1 0.1
H -25.2202 12.8326 -24.9557 -0.5 0.2 0.7
H -23.6580 12.5817 -26.4923 -0.1 0.2 0.0
H -22.8395 11.8992 -25.1312 -0.1 -0.1 0.4
H -22.4447 13.5202 -25.6568 0.0 0.1 0.1
H -23.6245 15.2265 -24.7204 -0.4 0.3 -0.8
H -25.1690 15.2722 -24.3064 -0.2 -0.3 -0.2
N -18.7526 9.6457 -23.3653 -0.2 0.2 0.3
C -19.8198 10.4501 -23.0937 0.2 0.5 -0.6
N -20.9478 9.8606 -22.6309 0.4 -0.5 0.2
O -19.7407 11.6716 -23.2963 -0.5 -0.3 0.3
H -17.9466 10.1303 -23.7389 0.1 -0.1 0.0
H -18.8353 8.6491 -23.4499 0.1 -0.1 0.1
H -21.7464 10.4552 -22.5125 -0.1 0.0 -0.1
H -21.0080 8.8383 -22.5428 -0.1 0.8 -0.4

---

# 2
66
Properties=species:S:1:pos:R:3:forces:R:3 method="wB97M-V/def2-TZVPD" spin_multiplicity=6 energy_ev=-142257.097 total_charge=-1 gap_ev="6.96 / 6.74" e_above_lowest_ev=0.0000 homo_energy_ev="-4.7 / -4.9" molar_mass_g_mol=717.45
Fe -0.6918 1.1748 -0.5800 0.0 0.0 0.0
S -3.0120 1.2993 -1.0630 0.0 0.0 0.0
C -3.0469 1.2722 -2.8123 0.1 0.0 -0.1
C -4.2596 1.4754 -3.4821 0.0 0.0 0.0
C -4.3298 1.4480 -4.8613 0.0 0.0 0.0
C -3.1790 1.2135 -5.6114 0.0 0.0 0.0
C -1.9729 1.0128 -4.9683 0.0 0.0 0.1
C -1.8852 1.0374 -3.5714 -0.1 0.0 0.0
S -0.3255 0.7798 -2.8180 0.0 -0.1 0.0
H -5.1481 1.6628 -2.8920 0.0 0.0 0.0
H -5.2798 1.6121 -5.3556 0.0 0.0 0.0
H -3.2247 1.1927 -6.6935 0.0 0.0 0.0
H -1.0697 0.8359 -5.5395 0.0 0.0 0.0
O 1.0246 0.7100 0.0381 0.0 0.1 -0.1
C 2.3116 0.2987 -0.2446 0.0 0.0 0.1
C 2.8382 0.9681 -1.5095 0.0 0.1 0.0
C 2.6325 2.2737 -1.8336 0.0 0.0 0.0
C 3.3224 2.6625 -3.0119 0.0 0.0 0.0
C 4.0500 1.6451 -3.5495 0.0 0.0 0.0
S 3.8870 0.2080 -2.6369 0.0 -0.1 0.0
C 2.3184 -1.2229 -0.3766 0.0 0.0 -0.1
C 1.7679 -1.9488 -1.3937 0.0 0.0 0.0
C 1.7943 -3.3490 -1.1536 0.0 0.0 0.0
C 2.3554 -3.6597 0.0485 0.0 0.0 0.0
S 2.8580 -2.2576 0.8863 0.0 0.0 0.0
C 3.1979 0.7600 0.9141 0.0 0.0 0.0
C 2.7868 1.4846 1.9887 0.0 0.0 0.0
C 3.8563 1.8224 2.8676 0.0 0.0 0.0
C 5.0558 1.3519 2.4353 0.0 0.0 0.0
S 4.9035 0.5054 0.9532 0.0 0.0 0.0
H 1.9963 2.9238 -1.2488 0.0 0.0 0.0
H 3.2654 3.6507 -3.4455 0.0 0.0 0.0
H 4.6485 1.6557 -4.4463 0.0 0.0 0.0
H 1.3271 -1.4879 -2.2672 0.0 0.0 0.0
H 1.4101 -4.0876 -1.8431 0.0 0.0 0.0
H 2.5094 -4.6366 0.4785 0.0 0.0 0.0
H 1.7595 1.7937 2.1159 0.0 0.0 0.0
H 3.7304 2.3966 3.7744 0.0 0.0 0.0
H 6.0216 1.4572 2.9032 0.0 0.0 0.0
F -1.6181 4.5476 0.9874 0.0 0.0 0.0
B -0.6226 3.6142 0.8991 0.0 0.0 0.1
F -1.0738 2.3395 1.4185 0.0 0.0 -0.1
F 0.5397 3.9862 1.5358 0.0 0.0 0.0
F -0.3406 3.3013 -0.4963 0.0 -0.1 0.1
C -2.0868 -1.3651 4.0763 0.0 0.0 0.0
N -3.0875 -1.6015 3.0362 0.0 0.0 0.0
C -2.8911 -2.9488 2.5062 0.0 0.0 0.0
N -1.5406 -3.2147 2.0161 0.0 0.0 0.0
C -0.5928 -2.9226 3.0923 0.0 0.0 0.0
N -0.7084 -1.5751 3.6442 0.0 0.0 0.0
C -0.3022 -0.5666 2.6581 0.0 0.0 0.0
P -1.3491 -0.6065 1.1357 0.0 0.1 0.0
C -2.9973 -0.5972 1.9688 0.0 0.0 0.0
C -1.2415 -2.4233 0.8167 0.0 0.0 0.0
H -2.2920 -2.0551 4.8994 0.0 0.0 0.0
H -2.1920 -0.3420 4.4423 0.0 0.0 0.0
H -3.6030 -3.1178 1.6955 0.0 0.0 0.0
H -3.1013 -3.6597 3.3100 0.0 0.0 0.0
H 0.4220 -3.0662 2.7176 0.0 0.0 0.0
H -0.7767 -3.6359 3.9006 0.0 0.0 0.0
H 0.7366 -0.7296 2.3648 0.0 0.0 0.0
H -0.3636 0.4315 3.0959 0.0 0.0 0.0
H -3.7735 -0.7772 1.2224 0.0 0.0 0.0
H -3.1749 0.3996 2.3794 0.0 0.0 0.0
H -0.2352 -2.6584 0.4643 0.0 0.0 0.0
H -1.9377 -2.6912 0.0183 0.0 0.0 0.0

---

# 3
61
Properties=species:S:1:pos:R:3:forces:R:3 method="wB97M-V/def2-TZVPD" energy_ev=-118599.150 total_charge=+1 gap_ev=5.41 homo_energy_ev=-12.8 molar_mass_g_mol=595.37
O -2.7104 2.6265 1.9583 1.0 0.5 0.3
V -1.3884 3.4641 2.0070 1.3 -2.0 -0.7
O -0.5630 3.0979 3.2998 -1.2 0.6 -0.9
O 2.9189 3.5577 -0.1661 -2.4 1.5 0.3
V 1.5418 4.3244 0.0982 0.4 -2.8 -1.8
O 1.0140 4.9253 -1.2646 0.9 -0.4 1.5
C 0.1556 0.6034 1.4926 -0.1 1.0 -0.4
C 0.3005 1.4559 0.2403 0.7 -1.2 -0.5
C -0.5553 0.9620 -0.9039 -0.5 -0.1 0.1
O 0.0427 2.8668 0.4903 -0.1 2.9 1.5
H -0.8909 0.6483 1.8075 0.1 -0.4 0.2
H 0.8013 1.0112 2.2691 -0.1 -0.2 0.2
H 0.4860 -0.4032 1.2490 -0.2 -0.1 0.1
H 1.3394 1.3598 -0.0906 0.0 0.3 0.1
H -1.6255 1.0678 -0.6923 0.1 0.1 0.0
H -0.3777 -0.1089 -1.0223 0.1 0.1 0.0
H -0.3319 1.4441 -1.8555 0.0 0.2 0.1
O -2.8604 -4.0320 -2.5732 0.6 -0.1 -0.1
S -3.8529 -3.0300 -2.7632 0.0 -0.2 -0.2
O -5.1109 -3.3799 -3.3129 -0.5 0.1 0.2
O -4.0838 -2.3341 -1.3551 -0.3 0.1 0.1
C -2.9070 -2.0972 -0.5531 -0.3 0.1 0.2
C -3.3505 -1.3950 0.7078 0.2 0.5 0.3
C -3.2464 -1.6774 -3.7350 -0.5 0.1 0.3
H -2.2429 -1.4708 -1.1526 0.3 -0.1 0.2
H -2.4383 -3.0427 -0.2886 0.1 0.0 -0.3
H -2.5019 -1.1440 1.3518 0.2 -0.2 -0.2
H -3.9944 -2.0260 1.3168 -0.2 0.1 -0.2
H -3.8252 -0.4332 0.4994 -0.3 -0.2 -0.1
H -3.1497 -2.0256 -4.7586 0.3 -0.1 0.0
H -2.3395 -1.2797 -3.2891 0.2 -0.1 -0.3
H -4.0500 -0.9431 -3.7010 0.0 0.1 0.0
O 4.5344 -3.9337 3.6961 -0.2 -0.2 0.0
S 5.2286 -2.7043 3.8125 0.0 0.4 -0.1
O 6.6070 -2.5881 3.4782 0.4 0.0 0.0
O 4.4144 -1.6741 2.8920 0.0 -0.1 0.1
C 4.9725 -0.3766 2.7524 0.4 1.6 0.2
C 3.9671 0.5031 2.0475 -0.9 -0.6 -1.0
C 4.9829 -2.0202 5.4194 -0.1 0.1 0.4
H 5.9347 -0.3625 2.2388 -0.1 -0.5 -0.2
H 5.1744 0.1099 3.7163 -0.1 -0.5 0.2
H 4.2610 1.5418 1.9052 0.3 0.0 0.4
H 2.9984 0.4520 2.5526 0.2 0.2 0.3
H 3.7547 0.1285 1.0392 0.2 -0.1 0.0
H 3.9565 -1.6762 5.5219 -0.1 -0.1 -0.1
H 5.6729 -1.2031 5.6079 0.1 0.0 -0.2
H 5.1776 -2.8035 6.1492 0.0 -0.1 -0.1
C -4.6355 1.7952 -2.1311 0.3 0.2 0.8
N -5.9712 1.1655 -2.2862 -0.1 -0.2 -0.1
O -6.9135 1.8984 -2.4912 0.1 -0.1 0.1
O -6.0067 -0.0456 -2.2067 0.0 0.2 -0.1
H -4.7612 2.8688 -2.0512 0.0 0.0 -0.5
H -3.9903 1.4519 -2.9325 -0.1 0.2 -0.2
H -4.2113 1.4646 -1.1828 -0.1 -0.3 -0.1
C 2.0750 0.9045 -3.7706 -0.1 0.2 0.0
N 2.1161 -0.0316 -2.6147 0.3 -0.2 -0.2
O 2.8275 0.2654 -1.6705 -0.2 0.1 0.0
O 1.4561 -1.0403 -2.6964 -0.2 0.0 0.1
H 1.0328 1.0413 -4.0427 0.0 0.0 0.1
H 2.5878 0.4561 -4.6165 0.1 -0.1 0.1
H 2.5536 1.8203 -3.4461 0.0 0.1 -0.1

---

# 4
12
Properties=species:S:1:pos:R:3:forces:R:3 method="wB97M-V/def2-TZVPD" spin_multiplicity=3 energy_ev=-10023.148 gap_ev="6.21 / 7.37" e_above_lowest_ev=0.4884 homo_energy_ev="-5.4 / -9.5" molar_mass_g_mol=100.09
C 0.7400 2.1073 0.7173 2.2 -0.3 -1.7
C -0.1497 1.1888 0.8911 2.4 1.2 0.3
C 0.3331 -1.3210 -1.6681 -0.2 1.2 -0.3
C 0.2681 -2.1946 -0.6878 2.7 1.1 -1.1
C -1.2838 0.5175 1.0426 -2.1 -2.6 0.1
O 0.4527 -0.4629 -2.4454 -0.1 -0.8 0.4
F -2.3507 0.9587 0.3471 -1.0 0.2 1.3
H 1.5299 1.7717 -0.0010 0.4 -0.3 1.1
H -0.6010 -2.7049 -0.4802 -1.5 -1.1 0.6
H 1.0650 3.0305 1.1291 -1.1 1.4 0.0
H 1.3128 -2.4510 -0.4365 -0.9 -0.3 0.4
H -1.3165 -0.4401 1.5918 -0.8 0.3 -1.0

---

# 5
24
Properties=species:S:1:pos:R:3:forces:R:3 method="wB97M-V/def2-TZVPD" energy_ev=-52736.141 gap_ev=8.79 e_above_lowest_ev=2.2566 homo_energy_ev=-8.5 molar_mass_g_mol=240.44
C 3.0990 -1.1855 -0.3104 -1.7 0.8 -0.4
C 2.3237 -1.3637 -1.6936 2.6 0.8 -0.1
C -0.1066 -1.5854 -1.5839 1.4 3.2 -0.8
C -1.3023 1.8786 -0.5561 -0.3 1.0 -3.8
C -1.4989 1.5467 1.8017 2.7 -0.7 1.2
C -2.3479 0.6683 2.8194 -0.3 0.6 -0.3
H 4.2380 -1.3996 -0.3362 -2.2 0.6 0.0
H 2.5319 -1.7792 0.4223 0.7 -0.4 -0.1
H 2.7489 -0.1470 0.0045 1.5 -0.9 -0.3
H 2.9905 -0.9118 -2.4801 -1.0 0.3 0.6
H 2.3418 -2.3754 -2.0223 -0.5 -1.0 0.2
H 0.9182 0.0770 -2.0419 -0.7 3.7 -1.3
H -1.3581 -0.0512 0.2563 -0.4 2.4 -0.2
H -1.9092 2.6095 1.7234 1.0 -1.5 0.2
H -0.2448 1.4470 2.1960 -3.8 1.0 -1.0
H -2.5861 1.3046 3.7716 0.2 -1.1 -2.0
H -1.7299 -0.1832 3.2030 -0.7 0.5 -0.6
H -3.3073 0.2938 2.2675 1.6 0.7 1.4
N 0.9772 -0.8144 -1.7533 1.8 -4.0 1.3
N -1.4415 1.0181 0.3874 -0.1 -1.3 3.4
S -0.1134 -3.0789 -1.0962 -0.4 -2.8 0.8
S -1.6015 -0.7560 -1.9023 -2.2 -0.7 -0.6
S -1.4442 1.2532 -2.2828 0.9 -0.6 1.2
S -1.1776 3.5346 -0.7941 0.0 -0.6 1.3

---

# 6
31
Properties=species:S:1:pos:R:3:forces:R:3 method="wB97M-V/def2-TZVPD" energy_ev=-24308.701 gap_ev=10.07 e_above_lowest_ev=0.7451 homo_energy_ev=-10.1 molar_mass_g_mol=200.33
Ne -0.5731 -0.3392 -0.1197 0.1 -0.1 0.0
O 2.3980 -0.5474 -2.2976 -0.1 0.4 -0.2
H 2.7532 -0.8221 -3.1430 0.2 0.0 -0.2
H 2.1506 -1.3643 -1.8644 -0.2 -0.2 0.4
O 1.3951 2.2915 -1.9056 0.0 0.3 0.1
H 1.3568 2.8586 -2.6758 0.0 0.3 -0.2
H 1.7135 1.4532 -2.2405 0.1 -0.8 0.0
O 2.3683 2.8201 0.6885 0.1 0.3 0.5
H 2.8843 3.6176 0.5704 0.1 0.2 0.1
H 2.2278 2.4914 -0.1995 -0.3 -0.1 -0.5
O -1.4498 -3.0486 1.5246 0.3 -0.3 0.2
H -2.1113 -2.3885 1.3175 -0.4 0.0 -0.3
H -0.6579 -2.5444 1.7114 0.4 0.2 0.0
O -3.7672 -1.7117 0.8548 0.0 0.3 0.0
H -4.1940 -1.3820 1.6456 -0.2 0.1 0.3
H -4.4838 -2.0533 0.3200 -0.1 -0.2 -0.3
O 0.9821 -1.0781 2.4108 -0.3 -0.2 -0.3
H 1.4203 -1.7968 2.8666 0.3 -0.2 0.2
H 0.5327 -0.5934 3.1032 -0.3 0.1 0.3
O -3.0136 1.1488 1.0271 0.3 0.3 0.2
H -3.7310 1.0946 0.3957 -0.2 0.0 -0.2
H -2.7154 0.2450 1.1298 0.0 -0.3 -0.1
O 2.8468 0.9905 2.7078 0.3 -0.1 0.7
H 2.6747 1.7657 2.1733 0.0 0.4 -0.5
H 2.1014 0.4136 2.5411 0.0 -0.3 -0.3
O -0.0829 -2.7674 -2.8309 0.0 -0.1 0.2
H -0.0293 -1.8486 -3.0939 -0.1 0.3 -0.1
H 0.7348 -3.1546 -3.1435 0.1 -0.2 -0.1
O -1.5222 2.1876 -1.4113 -0.3 0.1 -0.4
H -1.6175 1.6517 -0.6239 -0.2 0.0 0.4
H -0.5917 2.4104 -1.4388 0.4 0.0 0.0